A 2-piece molecular cluster, C38H62B2F3N2O6S overall in a non-equilibrium geometry. Source: OMol25; level of theory: the ωB97M-V functional and the def2-TZVPD basis.

Structure (ORCA input):
```
! RIJCOSX wB97M-V def2-TZVPD def2/J DEFGRID3
* xyz 1 1
C -1.827 -6.464 3.699
C -2.051 -4.992 4.059
B -1.136 -3.972 3.258
O -0.642 -2.874 3.892
C -0.769 -4.240 1.756
C 0.326 -5.039 1.440
C 0.663 -5.327 0.128
C -0.090 -4.807 -0.926
C 0.314 -5.083 -2.353
C 1.446 -4.122 -2.772
C 2.609 -4.850 -3.437
C 3.827 -3.962 -3.678
C 4.447 -3.365 -2.398
C 4.551 -4.418 -1.301
C 5.454 -4.073 -0.116
C 5.159 -2.722 0.494
O 5.817 -2.712 1.778
C 5.854 -1.546 2.448
C 5.645 -1.726 3.921
O 6.083 -0.487 1.938
C -1.205 -4.032 -0.604
C -1.551 -3.747 0.716
N -2.725 -3.011 1.100
B -3.900 -3.911 1.281
C -5.100 -3.487 2.205
O -3.927 -5.133 0.630
C -3.144 -1.978 0.196
C -3.759 -0.846 0.713
C -4.292 0.145 -0.101
C -4.979 1.320 0.548
C -4.334 2.685 0.298
C -2.858 2.768 0.572
F -2.123 2.381 -0.491
F -2.472 4.047 0.820
F -2.447 2.035 1.608
C -4.206 0.018 -1.494
C -4.809 0.990 -2.474
C -5.686 0.281 -3.515
O -6.766 1.145 -3.844
C -3.523 -1.082 -2.011
C -3.016 -2.072 -1.184
S -2.244 -3.467 -1.935
H -2.569 -7.100 4.176
H -1.931 -6.618 2.629
H -0.853 -6.818 4.024
H -3.102 -4.744 3.893
H -1.872 -4.876 5.130
H -1.024 -2.802 4.772
H 0.925 -5.465 2.232
H 1.519 -5.951 -0.080
H -0.555 -4.996 -2.992
H 0.687 -6.102 -2.411
H 1.749 -3.515 -1.925
H 1.065 -3.426 -3.520
H 2.914 -5.724 -2.868
H 2.247 -5.206 -4.400
H 3.586 -3.200 -4.416
H 4.607 -4.575 -4.131
H 3.856 -2.509 -2.079
H 5.451 -3.027 -2.645
H 3.578 -4.700 -0.907
H 4.964 -5.312 -1.767
H 6.494 -4.130 -0.425
H 5.259 -4.797 0.670
H 4.087 -2.596 0.640
H 5.548 -1.917 -0.122
H 6.600 -1.948 4.391
H 4.979 -2.553 4.135
H 5.273 -0.803 4.345
H -5.473 -4.322 2.787
H -5.919 -3.156 1.562
H -4.836 -2.639 2.829
H -4.609 -5.126 -0.048
H -3.874 -0.734 1.780
H -5.031 1.169 1.621
H -6.001 1.403 0.186
H -4.803 3.446 0.918
H -4.456 3.014 -0.727
H -4.022 1.519 -3.005
H -5.462 1.705 -1.993
H -5.103 0.054 -4.407
H -6.065 -0.651 -3.102
H -7.506 0.619 -4.149
H -3.400 -1.194 -3.078
C 0.754 4.832 -0.593
C 0.813 6.287 -1.005
N 0.545 7.281 0.106
C -0.823 6.994 0.647
C 0.471 8.674 -0.477
C 1.734 9.254 -1.092
C 1.482 7.176 1.291
C 2.981 7.229 1.069
O 3.395 6.156 0.261
C 4.643 6.354 -0.401
H -0.248 4.521 -0.301
H 1.039 4.226 -1.452
H 1.446 4.602 0.210
H 0.048 6.488 -1.758
H 1.775 6.530 -1.437
H -1.522 6.983 -0.185
H -1.099 7.768 1.359
H -0.812 6.031 1.143
H 0.118 9.320 0.326
H -0.313 8.618 -1.231
H 2.378 9.710 -0.345
H 1.440 10.054 -1.770
H 2.308 8.534 -1.671
H 1.239 6.230 1.771
H 1.189 7.983 1.962
H 3.432 7.131 2.065
H 3.310 8.187 0.666
H 5.253 7.103 0.105
H 4.473 6.663 -1.437
H 5.175 5.406 -0.407
*
```

Computed properties:
**Lowest unoccupied orbital energy**: -2.2 eV
**Kohn-Sham gap**: 6.89 eV
**Energy relative to the best compared isomer or geometry (same formula, charge and spin)**: 0.000 eV
**Calculated total energy**: -2793.536009 Eh